Record 1
This record from the Open Molecules 2025 dataset describes a single C2H4N2OS2 molecule. The level of theory is ωB97M-V with the def2-TZVPD basis set.

Summary:
SMILES: O/N=C(\C=S)NS
Orbital gap, Ha: 0.2936
ΔE to the lowest compared entry with this formula, charge and spin, kcal/mol: 80.9

Geometry as XYZ:
```
11
Properties=species:S:1:pos:R:3:forces:R:3:lowdin_charge:R:1
H 1.05571 -1.82046 -0.24527 0.1297 0.9425 -0.9047 0.086
S 1.84512 -0.16529 -1.89963 0.5478 -0.4810 -0.3050 0.744
S 0.96098 2.45458 0.51797 -0.1371 -0.9066 0.3180 0.733
C 0.95242 -0.82116 -0.74714 0.4893 0.2178 0.5499 -0.605
H 0.72256 2.20150 1.83388 0.2042 0.2767 -0.2162 -0.137
O -1.20322 -1.96311 -0.02769 -1.5282 -1.5652 2.6620 -0.115
H -1.76299 -2.37948 0.77658 1.7894 1.5962 -2.8577 0.175
N -0.17078 1.35293 -0.09118 -1.4238 1.9640 -0.9470 -0.439
N -1.15014 -0.60532 0.28453 -1.5744 -0.1367 0.8866 0.020
C -0.12606 -0.01283 -0.16781 0.1368 -1.1259 0.4197 -0.572
H -1.12360 1.75865 -0.23425 1.3664 -0.7820 0.3945 0.109
```
Forces are in eV/Å.

Record 2
This record from the Open Molecules 2025 dataset describes a molecular structure, C2H4N2OS2. The level of theory is ωB97M-V with the def2-TZVPD basis set.

Summary:
Orbital gap, Ha: 0.3389
ΔE to the lowest compared entry with this formula, charge and spin, kcal/mol: 92.4

Geometry as XYZ:
```
11
Properties=species:S:1:pos:R:3:forces:R:3:lowdin_charge:R:1
O 0.42086 0.32306 -0.78360 1.0216 1.7593 2.4671 -0.046
S 1.40019 2.35823 2.31100 -0.9801 -1.2357 3.7584 0.655
H -1.53988 -3.18970 -3.04326 -0.6940 1.1733 1.9144 -0.110
N -0.57923 -1.34464 -1.76802 -1.9962 0.1263 2.7570 -0.291
H -1.43426 -0.63113 0.25817 3.1073 0.3847 -2.6190 0.198
S -2.04309 -2.50317 -1.86576 2.6446 0.5074 -1.4149 0.566
H 1.92955 1.46235 0.06686 -0.8204 -0.2603 -0.3664 0.113
H 1.08127 1.76941 3.74202 0.7074 1.3345 -3.2302 -0.018
C -0.54393 -0.59718 -0.67522 -3.4440 -2.6223 -1.3001 -0.367
C 0.91412 1.08549 0.31780 0.7141 -1.0748 -1.7725 -0.348
N 0.39438 1.26728 1.44002 -0.2604 -0.0924 -0.1939 -0.352
```
Forces are in eV/Å.

Record 3
This record from the Open Molecules 2025 dataset describes a single C2H4N2OS2 molecule. The level of theory is ωB97M-V with the def2-TZVPD basis set.

Summary:
SMILES: NC(=S)N(S)C=O
Orbital gap, Ha: 0.3359
ΔE to the lowest compared entry with this formula, charge and spin, kcal/mol: 7.4

Geometry as XYZ:
```
11
Properties=species:S:1:pos:R:3:forces:R:3:lowdin_charge:R:1
O 1.81629 -1.95341 0.00319 -0.6240 0.2684 0.0093 0.003
H -0.18992 -2.22480 -0.04028 -0.5630 -0.3144 0.0307 0.082
H -2.06488 1.93867 -0.00044 0.4060 -0.4916 0.0003 0.111
N -1.12174 1.55493 -0.00581 -0.9663 1.0627 0.1133 0.073
S -2.29135 -0.80132 0.00270 0.1642 0.3343 0.1482 0.615
C -0.98015 0.23649 0.02689 -0.3683 -1.0411 -0.4314 -0.943
C 0.66214 -1.57347 -0.00819 1.1021 0.1158 -0.0494 -0.344
H 2.56758 -0.10962 0.05917 -0.3804 0.3778 -0.0240 -0.094
H -0.38941 2.23650 -0.03671 0.4371 -0.1008 0.0244 0.049
S 1.66656 0.92107 0.00076 -0.0206 -0.7617 0.0350 0.845
N 0.32487 -0.22504 -0.00127 0.8131 0.5506 0.1437 -0.398
```
Forces are in eV/Å.

Record 4
This record from the Open Molecules 2025 dataset describes a single C2H4N2P2 molecule. The level of theory is ωB97M-V with the def2-TZVPD basis set.

Summary:
SMILES: C#P=C/N=N/P
Orbital gap (spin up / spin down), Ha: 0.3088 / 0.3088
ΔE to the lowest compared entry with this formula, charge and spin, kcal/mol: 91.3

Geometry as XYZ:
```
10
Properties=species:S:1:pos:R:3:forces:R:3:lowdin_charge:R:1
N -0.07740 0.35546 0.19394 3.9127 -2.7472 1.0612 -0.407
H -2.05442 1.21203 0.07329 -0.4016 -0.3656 -0.6560 -0.081
C 1.53737 -1.12647 -0.12018 -1.4878 4.9417 -0.8647 -0.313
H 2.38212 2.25738 -0.01421 1.7381 2.8525 0.1282 0.008
C 1.88618 1.39030 -0.13595 -0.0588 -2.3436 -0.4647 -0.388
P 2.81113 -0.21889 -0.39617 0.5383 1.0549 0.1384 0.860
P -1.48396 0.12085 -0.68984 -0.9062 2.1986 -1.6308 0.761
N 0.65199 1.36634 0.06897 -1.2523 0.7805 -0.2604 -0.178
H 1.38510 -2.04225 0.18060 -1.2625 -4.7769 1.1669 -0.100
H -1.98945 -0.78213 0.14358 -0.8200 -1.5948 1.3819 -0.162
```
Forces are in eV/Å.

Let's list molecular weight in order: 136.2, 136.2, 136.2, 118.0 g mol⁻¹.